Formula: C54H138N8O8P2
Source: OMol25
Level of theory: the ωB97M-V functional and the def2-TZVPD basis

Each line ends with the Mulliken charge.
CARTESIAN COORDINATES (ANGSTROEM)
1 C 5.173 5.338 2.397  -0.876
2 O 4.579 4.206 1.693  0.180
3 P 5.389 2.894 1.405  0.394
4 O 6.775 2.924 1.851  -0.812
5 O 4.465 1.942 2.292  0.373
6 C 4.854 1.866 3.667  -0.765
7 O 5.119 2.459 -0.093  -0.434
8 C 3.749 2.339 -0.576  0.262
9 H 5.488 5.025 3.392  0.333
10 H 4.463 6.134 2.553  0.249
11 H 6.029 5.726 1.799  0.283
12 H 4.696 2.870 4.109  0.110
13 H 5.846 1.469 3.640  0.448
14 H 4.132 1.187 4.206  0.140
15 H 3.724 1.681 -1.447  0.175
16 H 3.511 3.356 -0.882  0.131
17 H 3.021 2.082 0.215  -0.184
18 C -1.711 -2.863 0.957  0.238
19 O -1.313 -4.218 1.235  0.063
20 P -1.303 -5.384 0.158  -0.117
21 O -0.421 -6.457 0.596  -0.729
22 O -2.832 -5.680 -0.095  -0.291
23 C -3.201 -6.809 -0.912  -0.810
24 O -0.926 -4.801 -1.239  0.468
25 C 0.385 -4.784 -1.824  -0.639
26 H -2.732 -2.938 0.552  0.381
27 H -1.064 -2.360 0.294  -0.410
28 H -1.773 -2.349 1.949  0.255
29 H -3.868 -6.406 -1.650  0.256
30 H -3.646 -7.494 -0.216  0.292
31 H -2.311 -7.138 -1.445  0.357
32 H 0.258 -4.551 -2.886  0.253
33 H 0.825 -5.721 -1.634  0.403
34 H 0.971 -3.997 -1.358  0.122
35 C 5.283 -3.152 -2.547  -1.501
36 C 5.039 -2.821 -1.077  0.578
37 N 4.910 -4.037 -0.226  0.401
38 C 6.051 -4.852 -0.316  -0.321
39 C 5.946 -6.183 0.430  -1.390
40 C 4.335 -3.758 1.067  0.041
41 C 5.114 -2.871 2.059  -1.243
42 H 4.567 -4.003 -2.816  0.303
43 H 6.263 -3.569 -2.781  0.396
44 H 5.036 -2.318 -3.196  0.420
45 H 5.893 -2.184 -0.712  0.226
46 H 4.138 -2.271 -1.045  -0.604
47 H 6.275 -5.084 -1.356  0.387
48 H 6.965 -4.416 0.103  0.341
49 H 4.962 -6.668 0.241  0.304
50 H 6.744 -6.829 0.027  0.413
51 H 6.083 -5.974 1.486  0.271
52 H 4.083 -4.766 1.520  0.480
53 H 3.383 -3.286 0.824  -0.457
54 H 5.588 -1.947 1.693  0.241
55 H 5.905 -3.441 2.633  0.333
56 H 4.384 -2.523 2.794  0.418
57 C -1.832 6.031 -0.986  -2.039
58 C -1.370 4.570 -0.917  -0.644
59 N -1.307 4.012 0.421  1.968
60 C -0.472 4.806 1.325  -0.272
61 C 0.920 5.145 0.794  -1.310
62 C -2.571 3.635 0.877  0.088
63 C -2.573 2.918 2.256  -1.317
64 H -2.012 6.307 -2.042  0.439
65 H -1.111 6.735 -0.584  0.394
66 H -2.775 6.254 -0.511  0.364
67 H -2.022 3.937 -1.508  0.197
68 H -0.400 4.477 -1.373  0.150
69 H -0.943 5.785 1.498  0.299
70 H -0.317 4.272 2.248  0.020
71 H 1.534 4.285 0.719  -0.044
72 H 0.952 5.609 -0.192  0.448
73 H 1.428 5.736 1.542  0.519
74 H -3.056 2.990 0.076  -0.402
75 H -3.322 4.428 0.924  0.320
76 H -1.894 2.038 2.275  -0.185
77 H -3.587 2.535 2.392  0.617
78 H -2.309 3.608 3.022  0.465
79 C -0.086 -5.213 7.920  -1.466
80 C 0.285 -5.460 6.515  -0.254
81 N -0.828 -5.207 5.639  0.068
82 C -0.417 -5.525 4.258  0.288
83 C -0.407 -7.022 3.937  -1.232
84 C -1.374 -3.871 5.686  -0.924
85 C -0.363 -2.754 5.531  -0.665
86 H -0.329 -4.159 8.141  0.261
87 H 0.725 -5.447 8.612  0.430
88 H -0.979 -5.801 8.173  0.329
89 H 1.153 -4.832 6.148  0.351
90 H 0.517 -6.507 6.445  0.364
91 H -1.006 -4.948 3.510  -0.162
92 H 0.635 -5.176 4.134  0.088
93 H 0.247 -7.139 3.062  0.232
94 H -0.045 -7.562 4.786  0.458
95 H -1.436 -7.428 3.798  0.259
96 H -1.741 -3.735 6.712  0.425
97 H -2.175 -3.729 4.999  0.429
98 H 0.471 -2.907 6.255  0.291
99 H -0.698 -1.685 5.689  0.305
100 H 0.217 -2.841 4.581  0.147
101 C 1.947 -0.324 1.331  -1.180
102 C 0.963 0.547 0.599  -0.172
103 N 1.120 0.614 -0.878  0.876
104 C 0.061 1.399 -1.496  0.244
105 C -1.392 0.933 -1.447  2.093
106 C 1.050 -0.736 -1.470  1.268
107 C 1.103 -0.691 -2.959  -1.392
108 H 2.914 -0.028 0.920  0.357
109 H 1.821 -1.429 1.092  -0.042
110 H 1.845 -0.149 2.406  0.432
111 H -0.098 0.350 0.907  0.083
112 H 1.106 1.572 0.911  0.051
113 H 0.058 2.332 -0.898  -0.696
114 H 0.402 1.625 -2.523  -0.974
115 H -1.551 -0.107 -1.777  -0.263
116 H -1.917 1.058 -0.451  -0.775
117 H -1.999 1.462 -2.158  -0.191
118 H 0.164 -1.260 -1.130  -0.615
119 H 1.891 -1.220 -1.028  -0.159
120 H 1.323 -1.681 -3.405  0.502
121 H 1.840 0.010 -3.352  0.180
122 H 0.137 -0.400 -3.350  -0.150
123 C 2.514 5.872 5.414  -1.346
124 C 1.576 4.757 5.128  0.365
125 N 1.909 3.435 5.690  0.591
126 C 1.284 2.355 4.905  -0.660
127 C -0.225 2.220 4.854  -1.233
128 C 1.632 3.366 7.138  -0.420
129 C 2.267 2.104 7.745  -1.199
130 H 2.469 6.177 6.477  0.428
131 H 2.072 6.769 4.926  0.420
132 H 3.558 5.688 5.152  0.193
133 H 0.503 5.053 5.380  0.113
134 H 1.456 4.577 4.036  -0.391
135 H 1.706 2.531 3.930  0.071
136 H 1.641 1.376 5.162  0.527
137 H -0.627 3.206 4.671  0.240
138 H -0.495 1.556 4.045  0.214
139 H -0.648 1.830 5.748  0.411
140 H 0.547 3.401 7.352  0.349
141 H 2.054 4.263 7.651  0.408
142 H 2.371 2.276 8.830  0.406
143 H 3.274 1.831 7.395  0.227
144 H 1.601 1.296 7.502  0.260
145 C -4.822 0.073 0.213  -1.363
146 C -4.817 -0.237 -1.299  1.162
147 N -6.018 0.151 -2.021  0.820
148 C -7.207 -0.512 -1.517  -0.627
149 C -8.265 -0.561 -2.621  -1.201
150 C -6.103 1.605 -2.217  -0.231
151 C -4.988 2.189 -2.989  -0.829
152 H -3.846 -0.086 0.657  0.334
153 H -5.480 -0.684 0.626  0.498
154 H -5.071 1.151 0.392  0.149
155 H -4.100 0.435 -1.764  -1.411
156 H -4.576 -1.278 -1.479  0.190
157 H -6.860 -1.527 -1.224  0.353
158 H -7.570 0.001 -0.613  0.307
159 H -9.094 -1.232 -2.264  0.408
160 H -8.687 0.431 -2.773  0.347
161 H -7.850 -0.951 -3.545  0.195
162 H -6.227 2.019 -1.178  0.245
163 H -7.045 1.857 -2.795  0.338
164 H -5.230 3.238 -3.285  0.471
165 H -4.894 1.679 -3.948  0.274
166 H -3.982 2.085 -2.574  -0.299
167 C -0.775 4.417 -5.236  -0.093
168 C 0.538 4.492 -6.057  -0.982
169 N 1.675 3.802 -5.567  0.364
170 C 2.403 4.497 -4.546  -1.699
171 C 1.858 4.701 -3.095  -0.115
172 C 1.521 2.414 -5.358  1.173
173 C 1.231 1.695 -6.658  -1.678
174 H -1.211 3.442 -5.383  -0.066
175 H -1.482 5.069 -5.769  0.476
176 H -0.711 4.612 -4.192  -0.235
177 H 0.294 4.104 -7.084  0.379
178 H 0.796 5.507 -6.105  0.489
179 H 3.420 4.110 -4.479  0.381
180 H 2.503 5.485 -5.007  0.507
181 H 1.828 3.744 -2.546  -0.327
182 H 2.499 5.370 -2.570  0.605
183 H 0.907 5.252 -3.109  0.386
184 H 0.852 2.138 -4.521  -0.778
185 H 2.572 2.067 -5.027  0.288
186 H 1.157 0.585 -6.616  0.357
187 H 2.093 1.969 -7.279  0.418
188 H 0.347 2.019 -7.252  0.265
189 C -4.761 -2.572 -7.121  -1.366
190 C -4.445 -1.523 -6.039  0.044
191 N -3.331 -2.022 -5.250  0.266
192 C -3.719 -3.119 -4.395  -0.307
193 C -2.474 -4.028 -4.233  -0.512
194 C -2.681 -0.949 -4.413  0.465
195 C -1.960 0.127 -5.219  -1.141
196 H -5.292 -2.136 -7.960  0.416
197 H -5.381 -3.418 -6.791  0.344
198 H -3.858 -3.088 -7.458  0.329
199 H -4.139 -0.609 -6.542  0.398
200 H -5.287 -1.265 -5.371  -0.073
201 H -4.168 -2.718 -3.461  -0.272
202 H -4.451 -3.701 -4.905  0.633
203 H -1.605 -3.494 -3.773  -0.109
204 H -2.750 -4.925 -3.637  0.285
205 H -2.246 -4.452 -5.215  0.260
206 H -2.191 -1.525 -3.659  0.052
207 H -3.528 -0.516 -3.843  -0.286
208 H -1.790 1.069 -4.674  -0.111
209 H -2.385 0.294 -6.236  0.532
210 H -0.993 -0.346 -5.392  0.229

Atoms 1-3, force components in eV/Å:
C 0.97 -0.47 -0.66
O -0.35 2.38 -0.11
P -0.40 -0.81 0.74

Summary:
- maximum force (eV Å⁻¹) = 3.4
- SMILES string = COP(=O)(OC)OC.COP(=O)(OC)OC.CCN(CC)CC.CCN(CC)CC.CCN(CC)CC.CCN(CC)CC.CCN(CC)CC.CCN(CC)CC.CCN(CC)CC.CCN(CC)CC
- lowest unoccupied orbital energy (eV) = 0.51
- HOMO-LUMO gap (eV) = 8.60
- calculated total energy (hartree) = -3862.8809

---

Formula: C4H12N2O2
Source: OMol25
Level of theory: the ωB97M-V functional and the def2-TZVPD basis

Each line ends with the Mulliken charge.
CARTESIAN COORDINATES (ANGSTROEM)
1 C 0.856 2.345 1.627  -0.042
2 N 1.079 1.191 0.921  -0.069
3 C 0.088 0.167 0.924  -0.752
4 C -1.028 0.131 -0.197  -0.724
5 N -0.867 -1.034 -0.954  -0.220
6 C -1.339 -2.314 -0.411  -0.905
7 O -0.131 2.557 2.303  -0.542
8 H 1.613 3.215 1.523  0.309
9 H 1.994 1.111 0.470  0.329
10 H 0.609 -0.748 0.727  0.452
11 H -0.250 0.307 1.996  0.344
12 H -0.977 1.046 -0.884  0.430
13 H -2.029 0.347 0.319  0.303
14 H -1.276 -0.885 -1.809  0.229
15 H -0.452 -3.006 -0.368  0.295
16 H -1.673 -2.369 0.643  0.293
17 H -2.161 -2.806 -1.060  0.284
18 H 1.345 0.381 -1.448  0.369
19 H 2.343 -0.111 -2.518  0.293
20 O 2.257 0.475 -1.804  -0.676

Atoms 1-3, force components in eV/Å:
C 0.37 1.23 -0.24
N 1.41 2.22 -0.51
C -0.70 0.21 1.04

Summary:
- maximum force (eV Å⁻¹) = 4.2
- SMILES string = CNCCNC=O.O
- lowest unoccupied orbital energy (eV) = 0.75
- HOMO-LUMO gap (eV) = 9.85
- calculated total energy (hartree) = -419.5567
- ΔE to the lowest compared entry with this formula, charge and spin (kcal/mol) = 57.6

---

Formula: C4H6ClFOS
Source: OMol25
Level of theory: the ωB97M-V functional and the def2-TZVPD basis

Each line ends with the Mulliken charge.
CARTESIAN COORDINATES (ANGSTROEM)
1 C -0.010 1.668 0.107  -1.055
2 C 0.056 0.288 -0.209  0.048
3 C 0.412 -0.995 0.691  -0.200
4 C 1.112 -0.816 -0.587  0.868
5 H 0.044 2.453 -0.654  0.305
6 H -1.131 1.648 0.562  0.300
7 H 0.706 2.101 1.103  0.211
8 H -2.491 -0.160 -0.155  0.153
9 H 1.040 -0.740 1.691  0.280
10 H -1.295 -2.158 -0.063  0.394
11 O -0.599 -1.931 0.733  -0.579
12 F 1.012 -1.506 -1.644  -0.240
13 S -1.535 0.076 -1.104  -0.275
14 Cl 2.680 0.069 -0.469  -0.209

Atoms 1-3, force components in eV/Å:
C -0.19 4.20 5.97
C -1.13 -4.66 -1.06
C -0.51 1.33 0.45

Summary:
- maximum force (eV Å⁻¹) = 7.3
- SMILES string = C[C@]1(S)[C@@H](O)[C@]1(F)Cl
- lowest unoccupied orbital energy (eV) = 0.41
- HOMO-LUMO gap (eV) = 9.78
- calculated total energy (hartree) = -1189.3461
- ΔE to the lowest compared entry with this formula, charge and spin (kcal/mol) = 82.0

---

Formula: C6H17Br2NaO7S2
Source: OMol25
Level of theory: the ωB97M-V functional and the def2-TZVPD basis

Each line ends with the Mulliken charge.
CARTESIAN COORDINATES (ANGSTROEM)
1 Na -3.390 -15.996 20.507  0.672
2 Br -2.001 -13.399 20.833  -0.873
3 Br -3.958 -17.507 22.981  -0.850
4 O -5.518 -16.286 19.598  -0.970
5 H -6.071 -16.029 18.862  0.040
6 O -2.119 -20.163 18.702  -0.705
7 S -3.029 -19.034 18.703  1.112
8 O -2.568 -17.731 19.047  -0.556
9 O -3.606 -18.892 17.186  -0.136
10 C -4.126 -20.055 16.581  -0.288
11 C -4.282 -19.754 15.101  -1.200
12 C -4.563 -19.261 19.649  -0.634
13 H -5.065 -20.428 17.009  0.286
14 H -3.462 -20.918 16.700  0.322
15 H -4.524 -20.668 14.547  0.415
16 H -3.318 -19.414 14.728  0.258
17 H -5.081 -19.045 14.895  0.293
18 H -4.315 -19.723 20.598  0.332
19 H -5.262 -19.841 19.052  0.264
20 H -4.909 -18.218 19.737  0.237
21 O -1.967 -16.687 13.827  -0.656
22 S -3.104 -15.981 14.349  1.154
23 O -4.432 -16.321 13.872  -0.634
24 O -3.083 -16.041 15.947  -0.242
25 C -4.272 -15.553 16.651  -0.095
26 C -3.864 -14.392 17.550  -0.771
27 C -2.799 -14.211 14.067  -0.900
28 H -4.682 -16.352 17.269  0.058
29 H -5.025 -15.256 15.918  0.495
30 H -4.730 -14.225 18.194  0.382
31 H -3.530 -13.522 16.989  0.298
32 H -3.083 -14.723 18.228  -0.004
33 H -3.057 -14.056 13.021  0.353
34 H -1.735 -14.090 14.243  0.306
35 H -3.443 -13.634 14.720  0.236

Atoms 1-3, force components in eV/Å:
Na -0.58 0.15 0.34
Br 0.03 -0.05 -0.16
Br 0.13 -0.19 -0.02

Summary:
- net charge = -2
- maximum force (eV Å⁻¹) = 1.8
- lowest unoccupied orbital energy (eV) = 3.88
- HOMO-LUMO gap (eV) = 5.65
- calculated total energy (hartree) = -6872.3262
- ΔE to the lowest compared entry with this formula, charge and spin (kcal/mol) = 8.0